(1)
DFT (the ωB97M-V functional and the def2-TZVPD basis) results for a single C2H4O2S2 molecule.

Output
Frontier orbital gap (alpha / beta): 8.3 / 8.3 eV
ΔE to the lowest compared entry with this formula, charge and spin: 219.8 kJ/mol

Each line ends with the Mulliken charge.
Element x y z (Å)
C: 0.1546 0.5673 -0.1007  -0.0935
C: 0.0413 -0.0858 -1.4230  -0.9564
O: -1.0804 0.4664 2.3691  -0.4393
O: -0.1774 -1.6389 1.2829  -0.4125
S: 1.5265 0.9006 0.6784  -0.2391
S: -0.0409 -0.5373 2.2158  0.6553
H: -0.7753 0.8932 0.1981  0.5529
H: -0.5628 -0.9563 -1.2903  0.2906
H: 1.0455 -0.2935 -1.6884  0.3222
H: -0.1309 0.6842 -2.2419  0.3197

***

(2)
DFT (the ωB97M-V functional and the def2-TZVPD basis) results for a molecular structure, C25H27ClF2N8O4ReSSe.

Output
Spin multiplicity: 4
Charge: +2
Frontier orbital gap (alpha / beta): 8.7 / 6.8 eV
ΔE to the lowest compared entry with this formula, charge and spin: 0.0 kJ/mol

Each line ends with the Mulliken charge.
Element x y z (Å)
Re: 0.1162 -0.3796 -0.1646  0.4117
O: -3.8232 -1.7303 0.0816  -0.6638
Cl: -2.9472 -0.9243 0.8557  1.8964
O: -3.5987 0.1233 1.5546  -0.6317
O: -2.0941 -1.7104 1.6944  -0.5391
O: -2.0191 -0.2326 -0.1572  -0.9233
F: 4.7613 -1.7323 -2.5844  -0.3261
C: 4.1603 -1.2749 -1.4882  -0.0280
C: 2.7866 -1.0866 -1.5123  -0.9205
C: 2.1516 -0.6046 -0.3689  0.4931
C: 2.9045 -0.3372 0.7943  0.5012
C: 4.2810 -0.5530 0.7517  1.0218
F: 5.0293 -0.3299 1.8387  -0.3248
C: 4.9326 -1.0126 -0.3735  -0.9094
C: 2.1512 0.0539 1.9895  0.2663
C: 2.6944 0.4845 3.1951  -1.0076
C: 1.8560 0.8051 4.2460  -0.5316
C: 0.4823 0.6971 4.0832  -1.1437
C: -0.0019 0.2802 2.8651  -0.1156
N: 0.8066 -0.0333 1.8423  0.4519
H: 2.2679 -1.3332 -2.4273  0.4248
H: 6.0000 -1.1720 -0.3719  0.5478
H: 3.7627 0.5620 3.3038  0.6686
H: 2.2737 1.1354 5.1857  0.4958
H: -0.2063 0.9237 4.8832  0.5403
H: -1.0621 0.1622 2.6906  0.3617
N: 0.2843 5.8797 0.2825  -0.4330
C: 0.2127 4.5519 0.1459  0.9023
C: 1.2497 3.8151 -0.4622  -0.9822
C: 1.1333 2.4578 -0.5792  -0.7331
N: 0.0655 1.7588 -0.1311  0.9376
C: -0.9334 2.4625 0.4468  -0.3883
C: -0.9049 3.8200 0.5932  -0.7997
H: 1.1039 6.3901 0.0025  0.2124
H: -0.4436 6.3975 0.7464  0.2108
H: 2.1413 4.3046 -0.8255  0.4456
H: 1.9294 1.8747 -1.0255  0.6087
H: -1.7869 1.8968 0.7973  0.3955
H: -1.7396 4.3154 1.0663  0.4502
C: -0.5645 -5.2133 3.6591  -1.2772
C: 0.5839 -4.5932 2.8744  -0.1476
C: 0.1419 -3.9699 1.5952  0.2191
N: 0.5847 -2.8601 1.1400  -0.5939
N: -0.0168 -2.4912 -0.0511  0.6090
C: -0.8558 -3.4138 -0.5114  0.4637
N: -1.4600 -3.3542 -1.6958  -0.1622
S: -1.0268 -4.7469 0.5513  -0.1992
H: -0.2017 -5.5676 4.6205  0.3844
H: -0.9905 -6.0733 3.1404  0.3865
H: -1.3609 -4.4927 3.8390  0.3426
H: 1.3416 -5.3468 2.6439  0.2815
H: 1.0795 -3.8071 3.4457  0.2466
H: -1.3268 -2.5295 -2.2648  -0.1806
H: -2.2300 -3.9674 -1.9052  0.2860
C: -3.5402 -0.6486 -2.9622  -0.5008
N: -2.8830 0.6367 -3.1725  0.2099
C: -3.5384 1.7618 -3.6080  -0.4864
C: -2.6026 2.7149 -3.8152  -0.5250
N: -1.3850 2.1594 -3.5048  0.3438
C: -0.1168 2.8517 -3.7073  -0.8977
C: -1.5640 0.8873 -3.1176  0.0541
Se: -0.1774 -0.3502 -2.7458  -0.3023
H: -4.6114 -0.4690 -2.9129  0.2544
H: -3.2106 -1.0767 -2.0234  0.0403
H: -3.3196 -1.3030 -3.8062  0.3107
H: -4.6050 1.7819 -3.7321  0.4917
H: -2.6921 3.7281 -4.1584  0.5381
H: -0.0914 3.7426 -3.0816  0.3237
H: -0.0329 3.1236 -4.7578  0.3946
H: 0.6952 2.1809 -3.4398  0.2497

***

(3)
DFT (the ωB97M-V functional and the def2-TZVPD basis) results for a molecular structure, C2H10N4S.

Output
Charge: +2
Frontier orbital gap: 9.6 eV
ΔE to the lowest compared entry with this formula, charge and spin: 326.5 kJ/mol

Each line ends with the Mulliken charge.
Element x y z (Å)
C: -0.0860 -0.5381 0.0620  0.4923
C: 1.7317 1.1047 -0.0034  -0.8896
N: -1.2852 0.8648 0.1468  -0.3678
N: 1.1879 -0.3024 -0.0976  0.6374
N: -2.4944 0.4448 -0.3795  -0.2748
N: 2.1360 -1.1498 -0.1009  -0.8224
S: -0.8462 -2.0770 -0.0458  -0.2008
H: 2.7070 1.1319 -0.6209  0.3239
H: 0.8533 1.8032 -0.1416  0.3787
H: 2.0281 1.3578 0.9832  0.4271
H: -1.3630 1.2745 1.1057  0.2965
H: -3.1446 1.3090 -0.4570  0.4185
H: -3.0596 -0.2229 0.1153  0.3517
H: -2.3761 0.0873 -1.3079  0.3758
H: 1.9762 -1.9952 -0.7343  0.3056
H: 3.0480 -0.9038 0.1729  0.2660
H: -1.0133 -2.1890 1.3029  0.2818

***

(4)
DFT (the ωB97M-V functional and the def2-TZVPD basis) results for 9 unconnected molecules or ions with the total composition C31H59ClN4O8.

Output
Frontier orbital gap: 9.2 eV

Each line ends with the Mulliken charge.
Element x y z (Å)
C: -1.7151 -0.9583 -1.3231  -0.1382
N: -2.8850 -1.7545 -1.8683  -0.0243
C: -3.9142 -0.8634 -2.5561  -1.0833
C: -5.3423 -0.7760 -1.6902  1.3422
C: -4.9066 -0.1150 -0.2262  -0.1552
N: -4.5686 0.3235 0.9593  -0.5888
C: -6.3185 0.2575 -2.5061  -0.9791
N: -7.2733 1.0536 -1.5943  -0.6160
C: -5.9653 -2.2705 -1.4355  0.2670
Cl: -5.9442 -2.6535 0.4160  -0.2266
C: -7.5256 -2.4634 -1.9055  0.0347
N: -8.7214 -2.5098 -2.4003  -0.4400
H: -0.7581 -1.6597 -1.4492  -0.1776
H: -1.8206 -0.7634 -0.1740  0.0762
H: -1.4672 0.0208 -1.9318  0.2229
H: -2.5163 -2.4354 -2.5821  0.2665
H: -3.5267 0.2636 -2.6043  0.3832
H: -4.1138 -1.1767 -3.6897  0.2170
H: -6.8763 -0.2219 -3.4330  0.3371
H: -5.6009 1.0881 -2.9759  0.3521
H: -6.6490 1.8373 -1.2373  0.3081
H: -7.6192 0.4623 -0.8073  0.3185
H: -5.2571 -3.1047 -1.9111  0.3822
C: 0.9018 -1.8480 2.7600  -0.9341
C: -0.3135 -2.3585 2.0330  0.6617
C: -1.2935 -3.1891 2.8176  -1.2914
O: -0.4985 -2.1067 0.8433  -0.3242
H: 1.5195 -1.2645 2.0691  0.1680
H: 0.5959 -1.2019 3.5866  0.3152
H: 1.4924 -2.6889 3.1324  0.4499
H: -1.6972 -2.6026 3.6469  0.3844
H: -0.8007 -4.0896 3.1926  0.3248
H: -2.1204 -3.4881 2.1646  0.2597
C: 2.4924 -0.6471 -4.3819  -1.3007
C: 1.9216 -0.3936 -3.0122  0.5357
C: 2.7738 0.3727 -2.0363  -0.5178
O: 0.8018 -0.7973 -2.7024  -0.4174
H: 1.7673 -1.2106 -4.9786  0.3375
H: 2.6937 0.3035 -4.8821  0.3418
H: 3.4098 -1.2354 -4.2990  0.3404
H: 2.9876 1.3688 -2.4321  0.1582
H: 3.7037 -0.1701 -1.8489  0.3583
H: 2.2339 0.4803 -1.0895  0.0833
C: -7.1515 -2.7742 5.4175  -1.0896
C: -5.7511 -2.3366 5.0803  0.7365
C: -5.5525 -1.5734 3.7982  -0.3580
O: -4.8055 -2.5931 5.8239  -0.5794
H: -7.1434 -3.3141 6.3703  0.3010
H: -7.8001 -1.9001 5.5161  0.3183
H: -7.5292 -3.4427 4.6398  0.2934
H: -6.1299 -0.6458 3.8247  0.3702
H: -5.8589 -2.1885 2.9483  -0.1792
H: -4.4922 -1.3231 3.6854  0.2232
C: 6.3924 3.0027 -3.0372  -1.1189
C: 5.8216 3.2562 -1.6675  0.8406
C: 6.6738 4.0225 -0.6916  -1.2708
O: 4.7018 2.8524 -1.3577  -0.3264
H: 5.6673 2.4392 -3.6339  0.1796
H: 6.5937 3.9533 -3.5374  0.3130
H: 7.3098 2.4144 -2.9543  0.4383
H: 6.8876 5.0185 -1.0875  0.3329
H: 7.6037 3.4796 -0.5043  0.3816
H: 6.1339 4.1301 0.2552  0.2614
C: 2.0988 6.4389 -4.6107  -1.1932
C: 3.0197 5.5623 -3.8047  0.6885
C: 2.5579 5.1464 -2.4337  -0.3957
O: 4.1078 5.1999 -4.2493  -0.5367
H: 2.5624 6.6594 -5.5781  0.3299
H: 1.1525 5.9212 -4.7861  0.3057
H: 1.9257 7.3802 -4.0831  0.3156
H: 1.6320 4.5711 -2.5122  0.3244
H: 2.4053 6.0301 -1.8090  0.4130
H: 3.3236 4.5164 -1.9684  -0.2609
C: 0.2790 -4.2459 -1.0585  -0.2605
C: -0.2715 -5.1293 -2.1460  0.7266
C: -0.6941 -6.5219 -1.7613  -1.2247
O: -0.3721 -4.7285 -3.3045  -0.5895
H: 0.5424 -3.2708 -1.4817  -0.2106
H: -0.4759 -4.0981 -0.2823  0.0343
H: 1.1790 -4.6973 -0.6333  0.5004
H: -1.4924 -6.4754 -1.0163  0.2918
H: 0.1625 -7.0746 -1.3674  0.3303
H: -1.0712 -7.0444 -2.6470  0.3413
C: 1.2258 2.7918 2.9566  -1.4050
C: 1.9483 2.0063 1.8950  0.8475
C: 2.4926 2.7692 0.7171  -0.6843
O: 2.0883 0.7877 1.9865  -0.4231
H: 0.8881 2.1109 3.7451  0.2784
H: 1.9012 3.5296 3.3970  0.3391
H: 0.3525 3.2859 2.5234  0.4390
H: 3.2245 3.5060 1.0578  0.3453
H: 1.6757 3.2623 0.1841  0.3751
H: 2.9886 2.0735 0.0318  -0.0811
C: 4.9563 0.2613 6.0909  -1.1848
C: 4.3887 0.8251 4.8157  0.8315
C: 4.3062 -0.0944 3.6268  -0.4464
O: 4.0072 1.9925 4.7478  -0.5494
H: 4.9546 1.0377 6.8633  0.3229
H: 4.3410 -0.5744 6.4336  0.3082
H: 5.9859 -0.0663 5.9264  0.3222
H: 3.6620 -0.9460 3.8598  0.1460
H: 5.3069 -0.4378 3.3525  0.4480
H: 3.8768 0.4479 2.7776  -0.2385

***

Short version: maximum force = 3.1 0.5 6.2 12.2 eV/Å, in the order given.
Short version: molar mass = 124.186 874.226 122.197 651.286 g/mol, in the order given.
Short version: calculated total energy = -1025.3817 -5245.0300 -698.5900 -2497.4680 Eh, in the order given.